#i
Density functional theory data (the ωB97M-V functional and the def2-TZVPD basis) for C2H5NO2S as an isolated structure.

```
11
C2H5NO2S (the ωB97M-V functional and the def2-TZVPD basis)
C -0.9822 -0.5812 0.0484
C -0.1190 -1.1947 0.8981
N 0.0836 1.4083 -1.4410
O 0.1017 1.8763 0.8358
O 1.9756 0.4632 0.1235
S 0.6814 1.0169 -0.1347
H -1.0434 -0.7153 -1.0869
H -1.8029 -0.1415 0.4942
H -0.1443 -1.1692 1.9185
H 0.7149 -1.9050 0.5478
H 0.5344 0.9421 -2.2037
```

Output
Kohn-Sham gap: 10.343 eV

---

#ii
Density functional theory data (the ωB97M-V functional and the def2-TZVPD basis) for C2H5NO2S in the gas phase.

```
11
C2H5NO2S (the ωB97M-V functional and the def2-TZVPD basis)
C -0.9081 1.3128 0.7718
N 0.1134 0.9581 -0.1308
S 0.9093 -0.3550 -0.0415
O 0.9242 -1.2136 1.0965
C 1.3574 -1.2003 -1.5386
O 2.2893 -0.2388 -0.8441
H -0.3746 1.6116 1.7408
H -1.4701 2.2345 0.2952
H -1.7698 0.6373 0.9421
H 1.1834 -0.8149 -2.5166
H 1.7683 -2.3178 -1.3786
```

Output
Kohn-Sham gap: 10.325 eV
SMILES: CN=[S@@]1(=O)CO1

---

According to the calculations, the structures order from most to least stable as #i, #ii.